# 1
ORCA calculation (the ωB97M-V functional and the def2-TZVPD basis) on C12H17LiN5O8P2S as an isolated structure.

Structure (XYZ):
```
46
C12H17LiN5O8P2S the ωB97M-V functional and the def2-TZVPD basis
Li 0.96 -0.57 1.26
N -1.69 2.23 -5.56
C -1.23 2.28 -4.22
C -0.43 3.33 -3.79
C -0.01 3.40 -2.47
C -0.41 2.43 -1.57
C -1.22 1.38 -1.99
C -1.63 1.31 -3.31
S 0.08 2.48 0.13
O -1.14 2.35 0.89
O 0.90 3.65 0.31
N 0.89 1.10 0.33
C 2.12 0.95 -0.20
N 2.77 -0.16 0.26
C 3.98 -0.39 -0.21
C 4.61 0.43 -1.14
C 3.85 1.51 -1.57
N 2.64 1.78 -1.13
H -1.07 2.69 -6.21
H -1.90 1.29 -5.87
H -0.12 4.10 -4.50
H 0.63 4.20 -2.13
H -1.53 0.62 -1.27
H -2.26 0.49 -3.63
H 4.48 -1.28 0.18
H 5.60 0.23 -1.51
H 4.25 2.19 -2.31
N -0.47 -3.46 2.98
C -1.33 -2.22 2.69
C -2.74 -2.42 3.21
P -0.38 -0.90 3.62
O -0.41 -1.74 5.05
O -1.13 0.35 3.77
O 1.02 -1.02 3.08
P -1.24 -2.16 0.82
O -1.78 -3.72 0.62
O -2.20 -1.24 0.20
O 0.24 -2.16 0.55
H -0.39 -3.59 3.99
H 0.46 -3.25 2.59
H -0.86 -4.27 2.50
H -2.74 -2.55 4.29
H -3.23 -3.26 2.72
H -3.30 -1.51 2.97
H -0.37 -1.11 5.78
H -2.28 -3.77 -0.20
```

The value obtained for the highest occupied orbital energy is -0.180 Eh. The value obtained for the frontier orbital gap is 7.165 eV. Its multiplicity is 1. Its net charge is -1. The calculation puts the total energy at -66178.74562 eV. The calculation puts the energy above the lowest of the compared OMol25 structures with the same formula, charge and spin at 0.284 eV. The LUMO energy is 0.0829 hartree.


# 2
ORCA calculation (the ωB97M-V functional and the def2-TZVPD basis) on an isolated ion of composition C5H7N4 and charge +1 in a non-equilibrium geometry.

Structure (XYZ):
```
16
C5H7N4 the ωB97M-V functional and the def2-TZVPD basis
C 2.15 -0.20 -0.17
C -1.79 -1.01 0.02
C -1.43 0.33 0.13
C -0.94 -2.06 -0.06
C 0.98 -0.80 -0.53
N 3.11 0.32 0.25
N 0.34 -1.76 0.11
N -0.44 0.92 -0.41
N -0.30 2.16 0.02
H -2.90 -1.13 0.10
H -2.05 0.96 0.78
H -1.23 -3.01 0.23
H 0.96 -0.68 -1.59
H 3.97 0.63 0.60
H -0.83 2.55 0.89
H 0.43 2.76 -0.36
```

The value obtained for the highest occupied orbital energy is -0.452 Eh. The value obtained for the frontier orbital gap is 6.813 eV. Its multiplicity is 1. Its net charge is +1. The calculation puts the total energy at -11246.82003 eV. The calculation puts the energy above the lowest of the compared OMol25 structures with the same formula, charge and spin at 4.146 eV. The LUMO energy is -0.2018 hartree. Its structure (SMILES) is N=C=C/N=C\C=C/N=[NH2+].


# 3
ORCA calculation (the ωB97M-V functional and the def2-TZVPD basis) on C28H32N6O4PRuS as an isolated structure in a non-equilibrium geometry.

Structure (XYZ):
```
73
C28H32N6O4PRuS the ωB97M-V functional and the def2-TZVPD basis
Ru 0.60 1.68 -0.67
O 5.04 1.95 3.09
C 5.48 2.23 1.89
O 6.63 2.43 1.62
C 4.47 2.25 0.76
C 4.82 2.39 -0.57
N 3.71 2.25 -1.30
N 2.65 2.02 -0.51
C 3.08 2.05 0.75
C 2.09 1.71 1.86
O 2.52 1.16 2.88
O 0.88 1.89 1.59
H 4.08 1.72 3.17
H 5.79 2.59 -1.00
H 3.61 2.31 -2.31
C -4.72 -3.09 0.39
C -4.03 -2.63 -0.91
C -2.70 -3.36 -1.04
C -4.92 -3.01 -2.11
C -3.87 -1.13 -0.87
C -5.05 -0.36 -0.83
C -5.03 1.02 -0.83
C -3.81 1.67 -0.83
S -3.56 3.38 -0.82
C -1.81 3.06 -0.84
N -1.47 1.71 -0.84
C -2.58 0.94 -0.84
C -2.64 -0.46 -0.86
C -0.86 4.06 -0.92
C -1.17 5.45 -0.83
C -0.18 6.38 -0.94
C 1.15 6.00 -1.14
C 1.48 4.64 -1.22
C 0.52 3.67 -1.09
H -4.76 -4.18 0.41
H -5.74 -2.73 0.45
H -4.19 -2.75 1.27
H -2.88 -4.43 -1.15
H -2.10 -3.22 -0.14
H -2.14 -3.03 -1.91
H -5.07 -4.09 -2.11
H -4.44 -2.72 -3.04
H -5.89 -2.55 -2.07
H -6.01 -0.85 -0.81
H -5.95 1.59 -0.83
H -1.70 -0.99 -0.91
H -2.20 5.73 -0.65
H -0.42 7.44 -0.88
H 1.93 6.74 -1.23
H 2.52 4.41 -1.39
C 0.70 -3.53 1.27
N 0.99 -2.32 2.14
C 2.50 -2.23 2.33
N 3.16 -2.24 1.08
C 2.84 -3.43 0.30
N 1.41 -3.46 0.05
C 0.96 -2.44 -0.86
P 1.19 -0.71 -0.15
C 0.44 -1.09 1.53
C 2.99 -1.02 0.33
H -0.38 -3.58 1.09
H 1.00 -4.42 1.83
H 0.56 -2.45 3.06
H 2.82 -3.08 2.94
H 2.73 -1.30 2.87
H 3.13 -4.32 0.86
H 3.39 -3.42 -0.64
H -0.08 -2.63 -1.12
H 1.55 -2.51 -1.78
H -0.65 -1.19 1.42
H 0.62 -0.24 2.20
H 3.37 -0.20 0.93
H 3.58 -1.09 -0.59
```

The value obtained for the highest occupied orbital energy (spin up / spin down) is -0.495 / -0.495 Eh. The value obtained for the frontier orbital gap (spin up / spin down) is 5.519 / 5.387 eV. Its multiplicity is 2. Its net charge is +2. The calculation puts the total energy at -69377.22371 eV. The calculation puts the energy above the lowest of the compared OMol25 structures with the same formula, charge and spin at 0.000 eV. The LUMO energy (spin up / spin down) is -0.2922 / -0.2975 hartree.


Question: net charge of number 1 (C12H17LiN5O8P2S)?
Answer: -1


Question: Among the records above, which one has the highest total energy?
Answer: C5H7N4


Question: total energy of number 1 (C12H17LiN5O8P2S)?
Answer: -66178.74562 eV